Below is a molecular structure, C26H22F9N5OSTc, with properties calculated with ωB97M-V/def2-TZVPD.

```
65
Properties=species:S:1:pos:R:3:forces:R:3
Tc -14.926 1.071 -4.323 0.32 0.25 -0.37
C -14.300 -0.732 -8.098 0.19 0.24 0.02
C -15.349 -1.037 -7.050 0.00 0.96 0.04
N -14.860 -1.107 -5.676 0.86 -0.82 0.90
C -13.576 -1.874 -5.519 -0.39 -0.42 0.24
C -13.685 -3.368 -5.966 0.46 1.16 -0.54
C -15.858 -1.792 -4.831 -0.82 0.78 0.26
C -17.158 -1.005 -4.700 -0.26 -0.62 -0.26
N -16.947 0.350 -4.214 0.36 -0.84 -0.19
C -17.983 0.931 -3.627 -1.25 0.47 -0.22
C -17.848 2.150 -2.942 1.11 -0.12 -0.09
F -16.594 2.688 -2.818 -0.13 -0.19 -0.16
C -18.850 2.829 -2.339 -0.58 0.53 1.01
F -18.467 3.912 -1.625 -0.41 0.05 -0.23
C -20.172 2.408 -2.337 0.62 -0.39 -0.31
C -20.369 1.202 -3.006 -0.15 1.02 0.10
F -21.614 0.696 -3.048 0.18 -0.08 -0.11
C -19.361 0.552 -3.689 -0.33 -0.97 0.28
F -19.785 -0.594 -4.318 0.40 0.44 0.00
H -14.820 -0.530 -9.039 0.14 0.22 0.06
H -13.726 -1.640 -8.273 0.43 0.18 -0.04
H -13.631 0.118 -7.834 -0.47 -0.55 -0.20
H -15.798 -1.976 -7.315 -0.53 -0.68 -0.23
H -16.133 -0.270 -7.065 0.12 -0.24 -0.05
H -13.309 -1.814 -4.447 -0.16 0.00 -0.48
H -12.776 -1.361 -6.064 -0.24 -0.16 -0.01
H -14.432 -3.951 -5.452 -0.01 -0.10 0.51
H -12.708 -3.845 -5.909 -0.04 -0.06 0.21
H -13.971 -3.395 -7.015 0.01 -0.07 -0.22
H -15.463 -1.911 -3.813 0.20 -0.06 -0.33
H -16.149 -2.773 -5.228 0.25 -0.01 -0.04
H -17.789 -1.625 -4.045 0.21 0.36 0.19
H -17.727 -1.024 -5.641 0.25 0.12 -0.12
H -20.947 2.968 -1.849 -0.18 -0.05 0.11
N -11.910 1.138 -1.122 0.42 0.02 0.40
C -12.696 1.287 -2.209 0.32 -0.12 -0.74
S -14.140 0.318 -2.309 -0.39 -0.28 0.55
N -12.294 2.087 -3.145 0.42 0.79 -0.53
N -13.127 2.182 -4.264 -0.45 0.01 0.13
C -12.852 3.178 -5.040 0.15 -0.07 0.03
C -13.424 3.495 -6.382 0.93 -0.07 0.58
C -12.571 4.205 -7.267 0.34 -0.02 0.58
C -12.915 4.423 -8.580 -1.42 -1.30 0.54
C -14.110 3.824 -9.073 0.69 1.00 0.01
C -15.000 3.212 -8.214 0.43 0.01 0.35
C -14.664 3.103 -6.861 0.34 0.35 -0.69
O -15.578 2.575 -5.976 -0.52 -0.35 0.65
H -12.241 0.593 -0.362 -0.33 -0.41 0.28
H -10.955 1.458 -1.033 -0.44 0.26 -0.53
H -12.019 3.791 -4.699 -0.02 0.12 -0.19
H -11.586 4.591 -6.921 -0.95 -0.41 -0.03
H -12.235 5.000 -9.146 0.33 0.36 -0.98
H -14.384 3.912 -10.118 0.13 0.02 0.04
H -15.924 2.794 -8.591 -0.06 0.06 0.13
F -16.119 5.019 -4.566 0.81 0.01 0.15
C -17.077 4.311 -5.122 -0.62 0.21 0.06
C -16.826 3.172 -5.887 -0.41 -0.26 -0.01
C -17.906 2.478 -6.418 -0.55 0.65 -0.13
F -17.714 1.395 -7.153 0.19 -0.35 -0.18
C -19.207 2.938 -6.250 0.18 -0.70 0.20
F -20.250 2.271 -6.749 0.30 0.08 -0.07
C -19.423 4.024 -5.439 -1.01 0.32 -0.22
F -20.665 4.444 -5.209 0.11 -0.19 -0.05
C -18.385 4.722 -4.887 0.12 0.45 0.68
F -18.714 5.727 -4.042 0.77 -0.53 -0.76
```
Forces are in eV/Å.

## Properties
- E_HOMO (alpha / beta): -6.81 / -6.42 eV
- 2S+1: 4



Below is C6H8P4 in the gas phase, with properties calculated with ωB97M-V/def2-TZVPD.

```
18
Properties=species:S:1:pos:R:3:forces:R:3
C 0.272 0.846 -2.870 -0.98 -2.54 2.19
C 1.378 1.005 -2.099 -0.29 0.66 0.25
C -0.705 -0.030 -2.411 3.21 0.57 2.68
C 1.462 0.548 -0.791 -2.36 -1.91 -2.10
C -0.537 -0.676 -1.177 -0.74 -0.59 0.37
C 0.544 -0.404 -0.337 0.16 -0.10 1.94
P -2.329 -0.228 2.686 -0.92 0.73 -0.18
P -1.032 -0.824 4.311 0.53 -2.66 -0.18
P -0.260 0.379 2.731 1.15 1.30 -0.57
P 0.784 -1.270 1.722 1.29 2.25 -3.25
H 0.234 1.306 -3.773 -0.35 1.20 -2.65
H 2.084 1.597 -2.613 1.37 0.78 0.42
H -1.544 -0.225 -2.901 -3.43 -0.72 -2.29
H 2.242 0.871 -0.267 3.11 0.94 2.42
H -1.333 -1.384 -0.869 0.66 0.44 -0.15
H -2.063 -1.274 1.826 -0.02 -0.97 -0.23
H -1.323 0.259 5.023 -0.72 1.78 1.34
H 2.125 -0.494 1.808 -1.69 -1.16 0.00
```
Forces are in eV/Å.

## Properties
- E_HOMO: -8.75 eV



Below is a molecular structure, C23H20ClN8OSSr, with properties calculated with ωB97M-V/def2-TZVPD.

```
55
Properties=species:S:1:pos:R:3:forces:R:3
Sr 0.757 0.465 0.258 -0.07 -2.14 -1.74
N 3.385 1.880 -3.493 0.07 0.09 -0.04
C 2.653 1.697 -2.325 -0.07 0.20 -0.01
S 3.186 0.392 -1.331 0.42 -0.04 -0.06
N 1.706 2.572 -2.159 -0.06 0.48 -0.66
N 0.910 2.470 -1.039 0.19 0.93 -0.45
C 0.123 3.467 -0.851 0.31 0.10 -0.26
C -0.842 3.603 0.219 -0.07 -0.13 0.37
C -1.830 4.587 0.089 0.07 -0.06 -0.06
C -2.826 4.759 1.026 -0.12 0.09 0.03
C -2.840 3.927 2.151 0.06 0.02 -0.09
C -1.861 2.981 2.335 0.04 -0.05 0.05
C -0.813 2.783 1.396 -0.17 0.49 0.06
O 0.114 1.920 1.607 -0.91 2.40 2.19
H 3.901 1.071 -3.787 0.02 -0.04 -0.03
H 2.935 2.423 -4.214 -0.06 -0.01 0.07
H 0.178 4.296 -1.564 -0.05 -0.08 -0.08
H -1.810 5.217 -0.796 0.00 -0.01 -0.01
H -3.589 5.516 0.890 0.01 -0.01 -0.01
H -3.633 4.029 2.883 0.02 0.00 0.02
H -1.864 2.333 3.204 0.00 0.00 -0.02
N -1.138 -1.936 -3.277 0.02 0.04 0.11
C -0.143 -1.234 -2.670 -0.17 -0.17 -0.13
N 0.290 -1.471 -1.494 0.07 -0.27 -0.09
C -0.266 -2.495 -0.742 0.55 0.16 0.39
N 0.184 -2.785 0.435 -0.60 -1.21 -0.17
N 0.956 -1.883 1.043 0.71 0.00 0.41
C 1.880 -2.217 1.855 -0.45 -0.65 -0.53
C 2.619 -1.164 2.544 0.51 0.54 0.39
C 3.531 -1.451 3.560 -0.14 -0.19 -0.18
C 4.234 -0.413 4.144 0.01 0.22 0.02
C 4.012 0.885 3.708 0.00 -0.16 0.04
C 3.072 1.084 2.705 0.00 0.10 0.07
N 2.398 0.095 2.144 0.45 -0.39 0.55
C -1.348 -3.288 -1.312 -0.12 0.00 -0.30
C -1.993 -4.306 -0.615 -0.11 -0.04 -0.05
C -3.051 -4.982 -1.191 0.07 -0.08 0.17
C -3.483 -4.646 -2.469 0.03 0.17 -0.14
C -2.858 -3.636 -3.176 -0.13 -0.12 -0.03
C -1.790 -2.957 -2.599 0.10 -0.07 0.23
H -1.505 -1.633 -4.161 0.07 0.07 -0.05
H 0.293 -0.419 -3.241 -0.01 0.01 0.00
H 2.164 -3.258 2.018 -0.12 -0.02 0.10
H 3.681 -2.474 3.881 0.00 -0.01 -0.03
H 4.946 -0.609 4.935 0.01 -0.03 -0.01
H 4.548 1.721 4.133 -0.01 0.01 -0.01
H 2.838 2.077 2.336 0.00 -0.02 0.01
H -1.655 -4.532 0.386 0.01 0.03 0.00
H -3.554 -5.768 -0.642 0.00 0.02 0.01
H -4.326 -5.163 -2.912 0.02 -0.02 -0.01
H -3.197 -3.364 -4.169 0.00 0.00 0.00
Cl -2.527 -1.053 1.208 -0.46 -0.50 0.61
C -1.950 0.086 -0.063 0.54 0.41 -0.74
H -2.388 1.052 0.200 -0.22 -0.05 -0.05
H -2.419 -0.247 -1.001 -0.24 0.00 0.09
```
Forces are in eV/Å.

## Properties
- E_HOMO: -3.01 eV
- Total charge: -1



Below is 3 unconnected molecules or ions with the total composition C4H14O5, with properties calculated with ωB97M-V/def2-TZVPD.

```
23
Properties=species:S:1:pos:R:3:forces:R:3
O -1.171 -1.884 0.099 -0.25 -1.09 -0.61
H -0.977 -1.892 1.036 -0.26 0.21 0.35
H -1.343 -0.964 -0.102 -0.28 -0.29 0.37
C -0.590 1.196 0.652 -3.66 -0.60 1.79
C -1.323 0.714 1.997 0.89 3.17 -1.55
O -1.018 -0.551 2.417 0.44 -1.83 0.43
O 0.679 1.647 0.925 1.47 -0.71 0.18
H -1.064 2.021 0.121 -1.04 0.05 0.58
H -0.745 0.394 -0.070 0.83 0.33 0.85
H -2.401 0.805 1.862 0.05 -0.14 0.05
H -0.975 1.421 2.750 -0.39 0.32 0.24
H -0.084 -0.598 2.637 0.14 0.12 0.16
H 1.059 1.725 0.047 0.71 0.15 0.45
C 1.210 -0.996 -1.029 1.76 0.46 -0.16
C 0.199 -0.333 -1.925 -0.21 -0.23 -0.18
O 0.020 1.053 -1.687 0.31 0.80 -1.57
O 2.505 -0.471 -1.474 -0.47 0.25 0.14
H 1.324 -2.075 -1.142 -0.93 -0.02 0.05
H 1.088 -0.708 0.015 -0.18 -0.25 -0.03
H -0.817 -0.690 -1.753 0.35 -0.46 -0.35
H 0.466 -0.572 -2.954 0.04 0.32 -0.18
H 0.792 1.604 -1.538 0.56 -0.64 -0.99
H 3.166 -0.845 -0.887 0.12 0.07 -0.01
```
Forces are in eV/Å.

## Properties
- E_HOMO: -10.08 eV



Calculated values (hartree) of total energy for the records, taken in order: -2730.64888 -1598.75486 -2290.92415 -536.89753.